Entry 1:
# C37H42F41I2N3NbO9S2

C37H42F41I2N3NbO9S2 as an isolated structure in a non-equilibrium geometry (the ωB97M-V functional and the def2-TZVPD basis, OMol25).

## Properties
**HOMO-LUMO gap**: 6.87 eV
**Lowest unoccupied orbital energy**: 0.0556 Ha

```
! RIJCOSX wB97M-V def2-TZVPD def2/J DEFGRID3
* xyz -1 1
C 4.63 -2.42 -2.20
O 3.24 -2.06 -2.24
C 2.96 -1.41 -0.98
Nb 1.71 0.53 -1.23
I 4.23 1.84 -1.39
C 0.50 2.42 -1.11
C 1.17 3.83 -1.02
C 1.04 4.63 -2.39
I 2.83 4.78 -3.58
C 1.76 0.43 -3.49
C 0.56 1.08 -4.26
S -1.03 0.13 -4.22
C -2.30 1.09 -3.44
N -2.68 1.05 -2.16
N -3.72 1.88 -1.91
C -3.96 2.43 -3.10
O -3.15 2.00 -4.08
N -0.12 -0.53 -1.09
C -0.01 -1.81 -1.17
C -0.13 -2.61 0.19
C 0.14 -2.69 -2.43
S 1.75 0.62 1.37
O 0.39 0.53 1.89
O 2.40 1.87 1.83
F 2.73 -0.63 1.96
H 4.88 -2.99 -1.27
H 5.30 -1.52 -2.24
H 4.91 -3.06 -3.08
H 3.95 -1.07 -0.56
H 2.56 -2.10 -0.18
H -0.27 2.47 -1.93
H -0.13 2.31 -0.18
H 0.52 4.45 -0.33
H 2.18 3.91 -0.57
H 0.74 5.68 -2.15
H 0.20 4.24 -3.01
H 2.68 0.98 -3.85
H 1.87 -0.61 -3.90
H 0.42 2.17 -4.06
H 0.85 1.06 -5.35
H -4.80 3.14 -3.21
H -0.19 -1.86 1.01
H -1.13 -3.12 0.18
H 0.71 -3.32 0.33
H 0.44 -2.14 -3.35
H -0.88 -3.11 -2.65
H 0.78 -3.58 -2.21
C -5.89 -6.75 1.91
C -5.16 -7.28 0.66
C -3.64 -7.42 0.77
F -3.03 -6.25 0.99
F -3.14 -7.91 -0.39
F -5.50 -6.52 -0.40
F -5.67 -8.53 0.41
O -6.22 -5.37 1.92
C -5.26 -4.46 2.37
C -4.84 -3.47 1.28
F -4.31 -4.11 0.21
F -3.90 -2.63 1.74
F -4.21 -5.12 2.90
F -5.83 -3.78 3.39
H -6.85 -7.25 1.93
H -5.40 -7.06 2.84
H -3.36 -8.11 1.57
H -5.70 -2.89 0.93
C 3.47 7.40 0.98
C 4.24 6.98 -0.28
C 5.77 6.97 -0.15
F 6.27 8.19 0.12
F 6.32 6.57 -1.32
F 3.85 7.76 -1.32
F 3.85 5.72 -0.58
O 3.01 8.76 1.04
C 3.89 9.72 1.53
C 4.22 10.78 0.48
F 4.81 10.24 -0.60
F 5.08 11.70 0.99
F 4.98 9.14 2.05
F 3.25 10.32 2.57
H 2.55 6.82 0.97
H 3.97 7.11 1.90
H 6.09 6.27 0.63
H 3.31 11.30 0.15
C 0.20 -9.58 -4.22
C 1.38 -9.28 -3.27
C 2.10 -10.49 -2.69
F 1.29 -11.25 -1.92
F 3.12 -10.08 -1.89
F 0.96 -8.45 -2.29
F 2.29 -8.57 -3.99
O -1.11 -9.51 -3.66
C -1.62 -10.64 -3.03
C -1.90 -10.40 -1.55
F -0.78 -10.05 -0.88
F -2.38 -11.53 -0.96
F -0.80 -11.69 -3.23
F -2.78 -10.94 -3.66
H 0.20 -8.78 -4.96
H 0.35 -10.49 -4.79
H 2.52 -11.11 -3.48
H -2.64 -9.60 -1.41
C 5.63 0.76 5.27
C 4.39 1.38 5.94
C 3.82 2.62 5.25
F 4.70 3.65 5.23
F 2.72 3.07 5.93
F 4.67 1.63 7.24
F 3.42 0.43 5.93
O 6.90 1.09 5.83
C 7.53 2.25 5.40
C 7.73 3.26 6.53
F 6.55 3.64 7.07
F 8.33 4.38 6.07
F 6.87 2.78 4.35
F 8.75 1.88 4.93
H 5.55 -0.32 5.43
H 5.63 0.88 4.19
H 3.51 2.40 4.23
H 8.35 2.84 7.33
C -7.27 4.82 -1.41
C -6.20 5.13 -0.35
C -5.59 3.92 0.37
F -6.52 3.23 1.07
F -4.66 4.33 1.27
F -6.70 6.02 0.54
F -5.18 5.77 -0.99
O -8.63 4.96 -1.02
C -9.25 3.87 -0.40
C -9.70 4.20 1.02
F -8.66 4.54 1.80
F -10.29 3.12 1.59
F -8.46 2.79 -0.46
F -10.34 3.59 -1.15
H -7.14 5.58 -2.19
H -7.09 3.87 -1.92
H -5.11 3.24 -0.34
H -10.42 5.03 1.03
*
```



Entry 2:
# C25H26Cl2F12IN2O9PS

C25H26Cl2F12IN2O9PS as an isolated structure in a non-equilibrium geometry (the ωB97M-V functional and the def2-TZVPD basis, OMol25).

## Properties
**HOMO-LUMO gap**: 6.99 eV
**Lowest unoccupied orbital energy**: -0.0536 Ha

```
! RIJCOSX wB97M-V def2-TZVPD def2/J DEFGRID3
* xyz 0 1
C -6.62 -2.49 -1.19
C -5.20 -3.15 -1.41
Cl -4.70 -3.38 -3.11
C -4.42 -3.50 -0.34
Cl -4.99 -3.20 1.36
C -3.01 -4.17 -0.51
C -1.81 -3.73 0.35
C -0.47 -4.36 0.23
P 0.88 -3.75 1.39
O 0.20 -3.98 2.94
I 2.87 -5.17 1.37
C -0.34 -5.43 -0.81
N 0.83 -6.11 -1.11
S 0.46 -7.15 -2.35
N -1.17 -6.91 -2.60
C -1.47 -5.91 -1.69
C -2.77 -5.24 -1.46
H -7.28 -2.84 -2.04
H -7.05 -2.91 -0.25
H -6.51 -1.37 -1.18
H -1.97 -2.91 1.10
H -0.53 -4.62 2.83
H -3.65 -5.56 -2.09
C 4.38 1.29 -1.14
C 3.20 2.18 -0.80
O 2.04 1.38 -0.47
C 2.00 0.90 0.78
O 2.85 1.07 1.61
C 0.70 0.12 1.00
F 0.42 -0.71 -0.02
F -0.36 0.94 1.12
F 0.73 -0.63 2.11
H 4.12 0.59 -1.93
H 5.23 1.89 -1.46
H 4.69 0.70 -0.27
H 2.93 2.77 -1.67
H 3.43 2.87 0.01
C 3.84 -1.69 -7.89
C 4.80 -1.75 -6.72
O 4.94 -0.46 -6.10
C 3.96 -0.11 -5.25
O 3.01 -0.79 -4.99
C 4.26 1.26 -4.64
F 4.65 2.16 -5.56
F 5.25 1.18 -3.72
F 3.20 1.79 -4.02
H 4.15 -0.92 -8.60
H 3.80 -2.65 -8.41
H 2.83 -1.44 -7.56
H 5.79 -2.03 -7.08
H 4.50 -2.50 -5.99
C -2.83 0.16 3.93
C -1.57 0.81 4.43
O -1.84 1.73 5.50
C -2.01 1.18 6.72
O -1.95 0.00 6.94
C -2.24 2.26 7.76
F -3.14 3.18 7.35
F -1.11 2.93 8.05
F -2.70 1.77 8.92
H -3.58 0.91 3.64
H -2.61 -0.47 3.07
H -3.30 -0.45 4.70
H -1.12 1.40 3.63
H -0.84 0.06 4.73
C -0.09 4.22 3.06
C -0.87 4.07 1.77
O -1.13 5.35 1.18
C -0.13 5.89 0.48
O 0.95 5.38 0.32
C -0.55 7.22 -0.13
F -1.20 8.00 0.75
F -1.39 7.05 -1.17
F 0.49 7.94 -0.58
H -0.61 4.89 3.74
H 0.04 3.25 3.54
H 0.90 4.65 2.88
H -1.84 3.62 1.98
H -0.36 3.41 1.06
*
```



Entry 3:
# C25H75B4NO9Pb2

C25H75B4NO9Pb2 as an isolated structure in a non-equilibrium geometry (the ωB97M-V functional and the def2-TZVPD basis, OMol25).

## Properties
**HOMO-LUMO gap**: 3.08 eV
**Lowest unoccupied orbital energy**: -0.1693 Ha

```
! RIJCOSX wB97M-V def2-TZVPD def2/J DEFGRID3
* xyz 0 1
Pb 4.30 2.45 -0.82
Pb 3.01 -2.95 1.17
B 6.08 0.37 -4.07
H 5.02 0.52 -4.23
H 6.44 0.57 -3.07
H 6.36 -0.67 -4.21
H 6.68 1.00 -4.70
B 6.06 -0.66 0.79
H 6.47 -1.58 1.16
H 6.76 0.14 0.60
H 5.53 -0.92 -0.11
H 5.40 -0.29 1.56
B 1.26 0.33 0.03
H 1.80 -0.22 -0.72
H 0.95 1.28 -0.38
H 0.43 -0.29 0.35
H 1.96 0.52 0.83
B 3.85 4.93 1.91
H 3.71 5.82 2.50
H 4.49 4.21 2.39
H 2.90 4.43 1.77
H 4.16 5.17 0.90
C -1.14 -1.39 -4.56
O 0.22 -1.37 -4.86
C 0.82 -2.20 -5.82
C 1.12 -3.63 -5.33
O 0.07 -4.53 -5.13
C 0.48 -5.92 -5.25
H -1.73 -1.13 -5.44
H -1.36 -0.55 -3.90
H -1.65 -2.31 -4.26
H 1.82 -1.81 -5.98
H 0.41 -2.27 -6.83
H 1.55 -3.46 -4.35
H 1.90 -4.07 -5.94
H -0.26 -6.69 -5.01
H 1.27 -6.21 -4.56
H 1.02 -6.05 -6.19
C 7.14 4.97 -2.77
O 5.83 4.76 -3.18
C 5.43 5.64 -4.25
C 4.13 4.93 -4.69
O 3.24 4.74 -3.58
C 1.82 4.71 -3.84
H 7.69 5.04 -3.71
H 7.51 4.11 -2.21
H 7.08 5.88 -2.17
H 6.14 5.67 -5.07
H 5.15 6.64 -3.91
H 4.29 4.04 -5.29
H 3.52 5.53 -5.37
H 1.31 4.55 -2.90
H 1.59 3.89 -4.53
H 1.47 5.63 -4.30
C 5.55 -3.14 5.31
O 4.26 -2.62 4.91
C 3.52 -1.98 5.92
C 2.47 -1.15 5.37
O 1.61 -1.95 4.62
C 0.23 -1.59 4.76
H 6.09 -2.35 5.83
H 6.12 -3.41 4.42
H 5.44 -3.96 6.02
H 4.24 -1.37 6.47
H 3.03 -2.66 6.62
H 2.68 -0.13 5.04
H 1.98 -0.93 6.32
H 0.07 -0.66 4.21
H -0.11 -1.48 5.78
H -0.30 -2.40 4.25
C -0.81 -5.33 0.37
O 0.10 -5.56 1.47
C -0.21 -6.68 2.30
C 0.46 -6.81 3.70
O 1.84 -6.62 3.36
C 2.38 -7.90 3.36
H -1.17 -6.11 -0.31
H -0.50 -4.51 -0.28
H -1.70 -4.96 0.87
H 0.02 -7.59 1.75
H -1.29 -6.71 2.47
H 0.32 -7.71 4.31
H 0.10 -5.93 4.24
H 2.00 -8.66 2.68
H 2.56 -8.27 4.37
H 3.38 -7.74 2.96
C -9.83 3.81 2.02
C -8.81 3.05 1.21
C -8.75 3.72 -0.22
C -7.64 3.20 -1.12
C -6.36 3.45 -0.36
C -6.20 2.90 1.09
N -7.49 3.12 1.78
O -7.40 2.51 3.01
C -5.85 1.42 0.98
C -5.11 3.72 1.86
C -9.30 1.56 1.13
H -9.41 4.81 1.99
H -10.05 3.57 3.06
H -10.87 3.78 1.69
H -9.67 3.52 -0.77
H -8.74 4.80 -0.10
H -7.73 3.76 -2.05
H -7.73 2.17 -1.48
H -6.10 4.50 -0.30
H -5.62 3.05 -1.06
H -5.66 0.93 1.94
H -6.44 0.75 0.36
H -4.91 1.24 0.45
H -4.23 3.67 1.22
H -5.53 4.69 2.14
H -4.88 3.13 2.75
H -10.31 1.45 0.74
H -9.44 1.12 2.11
H -8.68 0.92 0.50
H -7.12 3.28 3.49
*
```



What is the formula in the third record? C25H75B4NO9Pb2